[1]
The following is a DFT calculation (ωB97M-V/def2-TZVPD) of a molecular structure, C41H43MgN6O3PTe in a non-equilibrium geometry.

Positions of all 96 atoms, in Å:
Mg: -0.5519 0.1635 0.5132
C: -1.0448 3.6959 -2.1052
C: -1.6210 4.6259 -1.2741
C: -1.9210 4.2519 0.0334
C: -1.5913 2.9822 0.4638
N: -0.9417 2.0994 -0.3267
C: -0.7268 2.4418 -1.5860
C: -2.0085 2.4531 1.7749
C: -2.5243 3.2169 2.8177
C: -3.0201 2.5554 3.9275
C: -2.9700 1.1726 3.9920
C: -2.3528 0.4895 2.9480
N: -1.9047 1.1331 1.8755
C: -2.0761 -0.9646 2.9511
C: -2.4956 -1.8245 3.9619
C: -2.1496 -3.1620 3.8855
C: -1.3945 -3.6043 2.8095
C: -1.0082 -2.6751 1.8574
N: -1.3379 -1.3938 1.9276
H: -0.8455 3.9057 -3.1462
H: -1.8625 5.6174 -1.6327
H: -2.4139 4.9468 0.6992
H: -0.2237 1.7137 -2.1941
H: -2.5421 4.2962 2.7727
H: -3.4395 3.1168 4.7522
H: -3.3742 0.6552 4.8492
H: -3.0743 -1.4605 4.7986
H: -2.4582 -3.8486 4.6628
H: -1.1164 -4.6442 2.7128
H: -0.3939 -2.9581 1.0089
C: 3.8648 2.3874 -0.8610
C: 4.9439 1.4561 -1.3494
C: 6.2725 1.8705 -1.2981
C: 7.3057 1.0988 -1.8022
C: 7.0171 -0.1201 -2.3978
C: 5.7096 -0.5661 -2.4405
C: 4.6701 0.1928 -1.8982
N: 3.3654 -0.3229 -1.9828
C: 2.3890 -0.3182 -0.9878
N: 2.9447 -0.2499 0.2402
C: 2.4655 -0.0786 1.5613
C: 1.1328 0.2302 1.8632
C: 0.9096 0.4557 3.2300
C: 1.8831 0.3661 4.2135
C: 3.1712 0.0085 3.8592
C: 3.4805 -0.2206 2.5292
C: 4.8965 -0.6086 2.1664
N: 1.1301 -0.4864 -1.2546
C: 0.7886 -0.6737 -2.6216
C: 0.9914 0.3209 -3.5857
C: 0.6378 0.1282 -4.9109
C: 0.1113 -1.0888 -5.3104
C: -0.0546 -2.0933 -4.3719
C: 0.2729 -1.9118 -3.0325
C: 0.1348 -3.0489 -2.0592
H: 4.1299 3.4157 -1.1075
H: 3.7371 2.3269 0.2222
H: 2.8986 2.1638 -1.3126
H: 6.4941 2.8433 -0.8738
H: 8.3252 1.4568 -1.7453
H: 7.8115 -0.7234 -2.8172
H: 5.4774 -1.5231 -2.8932
H: 3.1165 -0.7921 -2.8370
H: 3.9493 -0.2833 0.1970
H: -0.0783 0.7345 3.5745
H: 1.6380 0.5653 5.2513
H: 3.9444 -0.0910 4.6125
H: 5.4508 -0.8556 3.0701
H: 5.4307 0.2097 1.6701
H: 4.9308 -1.4815 1.5090
H: 1.4483 1.2590 -3.2914
H: 0.7792 0.9280 -5.6270
H: -0.1599 -1.2600 -6.3439
H: -0.4412 -3.0572 -4.6824
H: -0.4442 -3.8616 -2.4972
H: -0.3541 -2.6969 -1.1546
H: 1.1162 -3.4427 -1.7787
C: -4.6352 -4.1017 -0.9182
C: -3.7313 -2.9630 -0.4919
O: -3.7667 -1.9733 -1.5215
P: -2.9947 -0.5683 -1.2743
O: -1.6477 -0.8744 -0.6814
Te: -3.3008 0.5859 -3.2820
O: -3.8348 0.0401 -0.0082
C: -5.2033 0.4134 -0.1851
C: -5.5815 1.4314 0.8729
H: -4.6017 -4.9160 -0.1940
H: -4.3163 -4.4727 -1.8921
H: -5.6608 -3.7445 -1.0126
H: -2.7024 -3.3092 -0.3535
H: -4.0630 -2.5289 0.4584
H: -5.8374 -0.4761 -0.1053
H: -5.3420 0.8366 -1.1838
H: -5.5455 0.9907 1.8713
H: -6.5926 1.7955 0.6884
H: -4.8915 2.2754 0.8396

Its LUMO energy is -0.326 eV. Its multiplicity is 1.

Here are the Mulliken charges for atoms 1 to 4, given in e: 1.988, -1.147, -0.726, -0.828

=====

[2]
The following is a DFT calculation (ωB97M-V/def2-TZVPD) of a molecular structure, C41H43N5O3S2Tl.

Positions of all 95 atoms, in Å:
Tl: -0.5184 0.4207 -0.3224
C: -0.4763 3.5660 1.9200
C: -1.4512 2.6181 2.5606
C: -2.5887 3.0880 3.2147
C: -3.4492 2.1736 3.7904
C: -3.1614 0.8218 3.6984
C: -2.0083 0.4280 3.0284
N: -1.1782 1.3184 2.4790
C: -1.6532 -1.0187 2.8419
C: -2.4790 -2.0352 3.3129
C: -2.1142 -3.3443 3.0693
C: -0.9440 -3.6044 2.3810
C: -0.1687 -2.5311 1.9496
N: -0.5279 -1.2718 2.1800
C: 1.1168 -2.7443 1.2015
C: 1.6368 -4.0172 0.9922
C: 2.8319 -4.1409 0.3000
C: 3.4681 -3.0056 -0.1572
C: 2.8854 -1.7615 0.0910
C: 3.5533 -0.4994 -0.3606
N: 1.7354 -1.6485 0.7545
H: 0.0763 4.1156 2.6858
H: -0.9894 4.2979 1.2944
H: 0.2383 3.0219 1.3053
H: -2.7914 4.1508 3.2547
H: -4.3520 2.5036 4.2891
H: -3.8467 0.1007 4.1165
H: -3.4013 -1.8193 3.8302
H: -2.7454 -4.1585 3.4017
H: -0.6578 -4.6250 2.1765
H: 1.1316 -4.9007 1.3519
H: 3.2591 -5.1209 0.1247
H: 4.4091 -3.0602 -0.6902
H: 4.4785 -0.3246 0.1928
H: 2.8903 0.3509 -0.2168
H: 3.8274 -0.5570 -1.4152
C: 9.4226 -0.5943 -0.2696
C: 8.0575 -0.0159 -0.5741
O: 7.0668 -0.6939 -0.6450
S: 8.0946 1.7529 -0.7874
C: 6.4028 2.1565 -1.0177
C: 5.6140 2.5647 0.0620
C: 4.2773 2.8456 -0.1008
C: 3.6420 2.7103 -1.3641
C: 4.4751 2.3436 -2.4545
C: 5.8120 2.0688 -2.2796
C: 2.2725 2.8726 -1.5181
C: 1.0414 3.0008 -1.5990
H: 9.5397 -1.5306 -0.8128
H: 9.4687 -0.8089 0.7992
H: 10.2269 0.0943 -0.5240
H: 6.0635 2.6438 1.0452
H: 3.6755 3.1363 0.7508
H: 4.0334 2.2690 -3.4398
H: 6.4162 1.7697 -3.1285
O: -9.4440 -0.2948 1.5629
C: -8.3207 0.4522 1.7602
O: -8.4199 1.4789 2.3810
C: -7.0616 -0.0641 1.1812
C: -5.9389 0.7677 1.1999
C: -4.7309 0.3470 0.6897
C: -4.5600 -0.9416 0.1411
S: -3.0294 -1.4975 -0.4390
C: -5.7044 -1.7653 0.1170
C: -6.9141 -1.3382 0.6230
H: -9.2295 -1.0425 0.9959
H: -6.0422 1.7578 1.6261
H: -3.8779 1.0142 0.7072
H: -5.6093 -2.7603 -0.2988
H: -7.7390 -2.0459 0.5935
C: -0.2547 -3.5604 -2.1592
C: -0.5827 -2.5220 -3.2204
N: 0.5913 -2.1411 -3.9990
C: 0.8712 -2.9456 -5.1712
C: 0.0825 -2.5206 -6.4072
C: 1.2691 -0.9906 -3.6996
C: 2.4420 -0.6421 -4.5835
N: 0.9353 -0.2883 -2.6794
H: -1.1257 -3.7287 -1.5235
H: 0.5641 -3.1992 -1.5350
H: 0.0454 -4.5152 -2.6006
H: -0.9914 -1.6330 -2.7499
H: -1.3476 -2.8932 -3.9084
H: 0.6235 -3.9801 -4.9208
H: 1.9400 -2.9362 -5.3839
H: -0.9882 -2.5202 -6.1985
H: 0.2667 -3.2037 -7.2392
H: 0.3597 -1.5140 -6.7229
H: 2.1548 -0.5592 -5.6325
H: 3.2220 -1.4022 -4.5080
H: 2.8588 0.3077 -4.2608
H: 1.5255 0.5357 -2.5899
C: -0.3015 3.0663 -1.7661
H: -0.7280 2.8364 -2.7349
H: -0.9526 3.5082 -1.0221

Its LUMO energy is 2.282 eV. Its net charge is -1. Its multiplicity is 1.

Here are the Mulliken charges for atoms 1 to 4, given in e: 0.668, -1.295, 0.797, -0.704

=====

[3]
The following is a DFT calculation (ωB97M-V/def2-TZVPD) of a molecular structure, C41H43N9S3SeV.

Positions of all 98 atoms, in Å:
V: -0.0913 0.1398 0.3737
C: -0.6709 3.6093 6.5892
C: -0.5934 2.6370 5.4470
C: -0.7616 1.2717 5.6347
C: -0.6776 0.3969 4.5738
C: -0.4379 0.8283 3.2613
N: -0.3796 -0.0792 2.2134
C: -0.5945 -1.4626 2.4125
C: -1.7998 -1.9588 2.9187
C: -2.0047 -3.3165 3.0228
C: -1.0406 -4.2286 2.5875
C: -1.3320 -5.6992 2.5534
C: 0.1542 -3.7415 2.0890
C: 0.3875 -2.3718 2.0212
N: 1.6516 -1.9189 1.5577
C: 2.8567 -2.4614 1.8074
C: 3.8041 -1.6852 1.1801
C: 3.0732 -0.6818 0.5438
N: 1.7743 -0.8304 0.7729
C: -0.2094 2.2074 3.0801
C: -0.3006 3.0744 4.1657
N: 0.1744 2.7899 1.8220
C: 0.3566 4.1063 1.5670
C: 0.8996 4.2392 0.3133
C: 1.0188 2.9339 -0.1540
N: 0.5853 2.0687 0.7546
H: -1.0792 3.1331 7.4786
H: -1.3054 4.4607 6.3425
H: 0.3172 3.9960 6.8435
H: -0.9517 0.8825 6.6267
H: -0.7912 -0.6615 4.7549
H: -2.5620 -1.2485 3.2144
H: -2.9462 -3.6905 3.4080
H: -2.0911 -5.9731 3.2853
H: -0.4378 -6.2901 2.7468
H: -1.6999 -5.9707 1.5608
H: 0.8909 -4.4183 1.6792
H: 2.9464 -3.3370 2.4256
H: 4.8682 -1.8336 1.1765
H: 3.4254 0.1459 -0.0500
H: -0.1159 4.1290 4.0334
H: 0.0929 4.8618 2.2805
H: 1.1577 5.1525 -0.1899
H: 1.3514 2.5767 -1.1148
C: -5.3156 0.9106 -0.3525
N: -4.3897 0.3581 -1.3242
C: -4.7446 -0.3225 -2.4673
C: -3.6127 -0.7068 -3.0692
N: -2.5440 -0.2517 -2.2952
C: -3.0513 0.3977 -1.2073
S: -2.3190 1.1757 0.1195
C: -1.1867 -0.4202 -2.6873
C: -0.9130 -1.0682 -3.8893
C: 0.3904 -1.1685 -4.3224
C: 1.3988 -0.6031 -3.5582
C: 1.0350 -0.0381 -2.3629
N: -0.2235 0.0557 -1.9042
H: -6.3133 0.5609 -0.6024
H: -5.2853 1.9986 -0.3758
H: -5.0374 0.5633 0.6404
H: -5.7717 -0.4852 -2.7361
H: -3.4881 -1.2746 -3.9664
H: -1.6917 -1.5240 -4.4738
H: 0.6138 -1.6975 -5.2382
H: 2.4370 -0.6436 -3.8483
H: 1.8031 0.3668 -1.7127
C: 3.1254 -6.4625 -5.6037
C: 2.3993 -5.6871 -4.5415
C: 1.0596 -5.9177 -4.2617
C: 0.3704 -5.2063 -3.2864
C: -1.0840 -5.5109 -3.0628
C: 1.0350 -4.2165 -2.5371
Se: 0.0114 -3.2386 -1.2441
C: 2.3943 -3.9876 -2.8027
C: 3.2071 -3.0184 -1.9929
C: 3.0455 -4.7132 -3.7939
H: 2.4649 -7.1839 -6.0836
H: 3.9709 -7.0128 -5.1870
H: 3.5185 -5.8041 -6.3806
H: 0.5243 -6.6755 -4.8242
H: -1.4145 -6.3157 -3.7195
H: -1.7033 -4.6267 -3.2347
H: -1.2711 -5.7922 -2.0245
H: 2.5567 -2.3062 -1.4897
H: 3.9379 -2.4936 -2.6134
H: 3.7646 -3.5444 -1.2136
H: 4.0980 -4.5149 -3.9749
S: -3.2707 -2.7372 -0.2598
C: -4.6346 -3.2190 0.5158
N: -5.1963 -2.6538 1.6057
C: -6.1661 -3.4617 2.3298
C: -6.8480 -4.3051 1.2583
S: -5.5356 -4.6486 0.0505
H: -4.6644 -1.9292 2.0638
H: -6.8778 -2.8256 2.8544
H: -5.6629 -4.1055 3.0594
H: -7.6583 -3.7576 0.7789
H: -7.2349 -5.2365 1.6630

Its LUMO energy (spin up / spin down) is -3.366 / -2.398 eV. As for the expectation value of S²: 2.0735. Its net charge is +1. Its multiplicity is 3.

Here are the Mulliken charges for atoms 1 to 4, given in e: 0.533, -1.541, 0.126, -1.222

=====

Let's list relative energy (zero: lowest compared OMol25 entry of this formula, charge and spin) in order: 0.0000; 0.0000; 1.7107 eV.